Here is a molecular structure, C4H6N2 from the Open Molecules 2025 dataset. Energies are from wB97M-V/def2-TZVPD.

ΔE to the lowest compared entry with this formula, charge and spin (kcal/mol): 126.36
2S+1: 1
HOMO level (spin up / spin down) (eV): -8.306 / -8.306
HOMO-LUMO gap (spin up / spin down) (eV): 8.2 / 8.2

```
12
Properties=species:S:1:pos:R:3:forces:R:3
N -0.119758 0.577151 0.237598 -0.74 -0.98 0.12
N 3.257146 -0.750537 0.386223 -1.09 0.27 -0.27
C 2.156420 -0.492034 0.110412 1.19 -0.26 0.31
C -1.133220 0.577764 1.053431 0.45 0.81 0.14
C 0.824713 -0.256273 -0.233884 0.51 0.52 -0.18
C 0.050111 0.552471 -1.203046 0.02 0.04 -0.44
H -0.735715 0.043644 -1.773480 0.15 0.10 0.15
H 0.434567 1.475301 -1.635201 -0.07 -0.08 0.09
H -0.932777 0.335147 2.086651 -0.14 -0.23 0.02
H -1.263197 -1.546875 0.227866 0.46 -0.23 -0.14
H -2.020076 1.121424 0.771253 -0.04 0.06 -0.03
H -0.515502 -1.659261 -0.020318 -0.70 -0.02 0.21
```
Forces are in eV/Å.

***

Here is a molecular structure, C35H20BF4IN13ORbS4 from the Open Molecules 2025 dataset. Energies are from wB97M-V/def2-TZVPD.

ΔE to the lowest compared entry with this formula, charge and spin (kcal/mol): 4.03
2S+1: 1
HOMO level (spin up / spin down) (eV): -3.008 / -2.909
Charge: -2
HOMO-LUMO gap (spin up / spin down) (eV): 5.9 / 5.0

```
80
Properties=species:S:1:pos:R:3:forces:R:3
I 2.048950 -5.722884 2.359690 0.00 0.00 0.00
Rb -0.601413 0.662110 0.590107 0.07 -0.06 0.18
S -3.761814 -0.186804 5.676594 -0.03 0.04 -0.04
S -1.690380 -0.721093 3.681143 -0.08 -0.13 -0.10
S -4.029811 0.483886 1.408224 0.02 -0.01 0.03
S -5.688082 0.918378 3.782872 0.04 0.02 0.01
F -0.363933 -0.112178 -7.162000 0.00 0.00 0.00
F -3.272507 -1.412322 -3.653173 0.00 0.00 0.01
F 0.204869 2.079935 -5.881958 0.00 -0.02 0.00
F -2.681525 0.773226 -2.356876 0.00 0.00 0.03
O -6.110061 0.782478 6.383239 0.02 0.09 0.02
N 1.864504 -1.973640 0.508965 -0.01 -0.05 0.02
N -3.855879 -3.875137 -5.435181 0.04 -0.02 0.00
N -1.317656 -2.695486 -8.535134 -0.03 0.02 -0.01
N 2.354608 0.319377 -1.137003 0.01 0.01 -0.02
N -0.319823 -1.188680 -1.697965 -0.03 0.05 -0.02
N 0.600882 -1.914825 -2.352986 0.03 -0.03 0.01
N 2.119541 0.112782 -2.446858 0.00 0.02 0.00
N 0.409362 4.732612 -4.333675 0.04 0.00 0.06
N 0.924228 1.680245 4.363475 0.07 0.08 0.00
N 1.023479 -1.693987 1.510149 0.02 -0.07 0.04
N -0.880506 2.470604 2.994210 0.00 0.21 -0.10
N 1.486240 1.359337 3.311335 -0.05 -0.10 0.01
N -1.365456 3.098916 -0.842254 -0.05 0.15 -0.07
C -1.854926 -0.897381 -5.483721 0.00 0.01 0.00
C -0.145800 3.814113 -3.908853 -0.08 -0.01 -0.10
C -3.239178 -0.177398 3.983210 0.14 0.11 0.21
C 2.424328 2.293316 -2.218473 0.00 -0.02 -0.01
C 3.366238 0.272455 2.331798 0.01 0.00 -0.01
C -0.667316 1.233854 -5.311492 0.01 0.00 0.00
C -2.397526 -0.573345 -4.211626 0.00 0.00 -0.01
C -2.190530 -2.064596 -6.195716 0.00 -0.02 -0.01
C -3.104678 -3.048597 -5.722987 -0.05 0.06 -0.01
C -1.003285 2.647020 5.375117 0.04 -0.04 -0.01
C 2.158310 1.274043 -3.114991 0.00 -0.01 0.03
C -0.355263 2.305719 4.198625 -0.06 -0.11 0.05
C -1.176310 2.923409 -1.968040 -0.05 -0.05 0.01
C -1.205541 -2.057049 -1.215027 -0.03 -0.01 0.03
C 3.310095 0.426462 4.738057 -0.02 0.00 0.00
C 0.950772 -2.799093 2.236409 0.01 0.00 -0.01
C 4.512309 -0.254856 4.799796 0.01 -0.01 -0.01
C -5.342312 0.564888 5.475231 -0.03 -0.18 -0.03
C 2.536247 1.632098 -0.991923 -0.01 0.06 -0.02
C -0.958767 0.085951 -5.978984 -0.01 0.00 -0.01
C 2.737422 0.688529 3.495493 0.00 0.03 -0.01
C 0.296888 -3.222598 -2.291466 -0.01 0.03 0.02
C 2.335634 -3.225109 0.562722 0.00 0.03 0.00
C -1.203796 1.555644 -4.039684 0.00 -0.04 -0.01
C -0.882267 2.738532 -3.342774 0.06 0.03 0.08
C -2.086561 0.565113 -3.536544 0.01 0.02 -0.01
C 4.569558 -0.414493 2.399365 -0.02 0.01 -0.01
C -0.868088 -3.370090 -1.562126 0.03 0.02 -0.05
C -4.174823 0.342298 3.067482 -0.09 -0.02 -0.10
C -2.843182 3.351764 4.035557 0.00 0.04 0.01
C -1.681725 -2.372104 -7.489096 0.05 -0.03 0.03
C -2.282251 3.172655 5.287286 -0.02 0.03 0.00
C 1.768469 -3.797339 1.680930 -0.01 -0.01 0.02
C -2.097471 2.995438 2.916545 0.06 -0.04 -0.02
C 5.143120 -0.678748 3.633056 0.00 0.01 0.02
B 1.859595 -1.295579 -3.041313 0.02 -0.03 0.00
H 1.690663 -1.154816 -4.234959 -0.02 0.02 0.01
H 2.497504 3.347246 -2.425044 0.00 0.00 0.00
H -0.514946 2.456598 6.320409 -0.01 0.00 0.00
H 2.802079 -2.032415 -2.802052 -0.01 0.00 -0.01
H 3.005122 -3.614259 -0.185139 0.00 0.00 0.00
H 0.316854 -2.841489 3.107614 0.00 -0.01 0.00
H 2.799256 0.748257 5.634344 -0.01 0.00 0.00
H 4.959545 -0.468455 5.762935 0.00 0.00 0.00
H 2.894740 0.466433 1.378402 0.01 -0.01 0.05
H 2.082104 -1.227005 -0.169100 0.03 0.03 -0.04
H 0.933317 -3.953280 -2.764423 0.00 0.00 0.01
H 2.733524 2.055095 -0.016972 -0.01 -0.01 -0.03
H 1.993385 1.294732 -4.179510 0.00 0.01 0.01
H -3.846917 3.736236 3.915032 0.01 -0.01 0.00
H -1.389657 -4.280807 -1.323474 0.00 0.00 0.00
H -2.838136 3.420669 6.182599 0.00 -0.01 0.00
H -2.038871 -1.700823 -0.623170 -0.04 -0.08 -0.06
H -2.506502 3.107502 1.918418 0.01 0.03 0.00
H 5.043508 -0.749018 1.485549 0.01 -0.01 0.00
H 6.078185 -1.222159 3.691723 0.00 0.00 0.00
```
Forces are in eV/Å.

***

Here is a molecular structure, C27H24IN3O4PdS from the Open Molecules 2025 dataset. Energies are from wB97M-V/def2-TZVPD.

ΔE to the lowest compared entry with this formula, charge and spin (kcal/mol): 6.69
2S+1: 1
HOMO level (spin up / spin down) (eV): -8.009 / -8.009
HOMO-LUMO gap (spin up / spin down) (eV): 5.8 / 5.8

```
61
Properties=species:S:1:pos:R:3:forces:R:3
I -1.106534 9.354672 -1.184949 0.00 0.01 0.00
Pd 0.442768 0.816086 -0.273846 0.55 -0.09 0.94
S -0.444228 -2.084588 -0.934671 -0.11 0.01 -0.04
O 0.394636 -3.174418 -0.491910 -0.05 0.06 0.04
O 1.168878 2.703265 -0.588317 0.45 0.01 -0.14
O -0.965656 2.334354 -0.438414 -0.43 0.01 -0.21
O -0.147877 -1.447686 -2.191475 0.06 0.01 0.08
N -0.568008 -0.891204 0.159428 0.03 -0.13 0.12
N 2.045363 -0.204312 -0.174800 -0.25 -0.78 -1.32
N -0.398467 -0.116700 2.308446 0.03 0.10 0.06
C 3.313773 -0.249123 -0.022369 0.24 0.58 0.80
C 0.557792 6.838183 -1.048975 0.01 0.00 0.00
C -4.409841 -2.375949 -1.515194 0.00 0.01 0.00
C -0.015545 3.151891 -0.576942 -0.42 0.40 -0.03
C 4.067238 -1.258174 -0.758959 0.04 -0.12 0.14
C -0.745939 7.310104 -0.983794 0.00 -0.01 0.00
C 5.391748 0.590056 0.969538 -0.04 -0.14 -0.08
C 3.350100 -2.223880 -1.625296 0.00 -0.03 -0.02
C 3.246808 1.697980 1.620275 0.02 -0.01 0.03
C -0.268725 4.604881 -0.717785 -0.02 0.04 0.00
C -1.570294 5.088009 -0.655504 0.02 -0.01 0.00
C -0.536765 -0.241617 3.626061 -0.03 -0.08 -0.02
C -6.065815 -4.274886 -1.494761 0.00 0.00 0.00
C -3.126553 -1.874047 -1.387655 0.00 0.01 0.03
C -1.123795 -2.379933 2.060831 0.00 0.01 0.10
C -2.088765 -2.735726 -1.061649 -0.02 0.02 -0.01
C 5.440845 -1.273344 -0.634146 0.00 0.10 0.03
C -1.256571 -2.486295 3.429427 -0.03 -0.10 -0.08
C 0.793259 5.479642 -0.914072 -0.04 0.00 0.01
C 4.025629 0.682721 0.863956 0.01 0.02 -0.21
C -3.616391 -4.576718 -1.004183 0.00 0.00 0.00
C -0.693807 -1.156431 1.527607 0.00 0.01 -0.29
C -1.813776 6.445166 -0.787636 -0.01 0.00 0.00
C 6.074447 -0.371734 0.217689 0.01 0.01 0.01
C -0.964138 -1.401417 4.243627 0.03 0.10 0.08
C -2.325438 -4.086935 -0.871244 0.01 0.00 -0.03
C -4.673188 -3.731681 -1.327425 0.00 0.00 0.00
H -5.224075 -1.704944 -1.761994 0.00 0.00 0.00
H -3.805776 -5.632969 -0.852052 0.00 0.00 0.00
H 4.052447 -2.828919 -2.196691 -0.01 0.00 0.01
H 2.405959 1.236541 2.138572 -0.03 -0.01 0.02
H -1.059166 -1.453890 5.319150 0.00 0.00 -0.01
H 2.812713 2.416256 0.920765 0.00 -0.01 0.02
H -2.924056 -0.820029 -1.529835 0.00 0.00 0.00
H -6.199327 -4.689217 -2.496437 0.00 0.00 0.00
H 2.657943 -1.713268 -2.292869 -0.03 0.00 -0.02
H -0.287909 0.637572 4.211141 0.00 0.00 0.00
H 7.154264 -0.420360 0.305748 0.00 0.00 0.00
H -6.813545 -3.494600 -1.357307 0.00 0.00 0.00
H 5.940496 1.256881 1.622216 0.00 -0.02 -0.01
H -6.267133 -5.072975 -0.780202 0.00 0.00 0.00
H 3.879138 2.224313 2.333501 0.00 -0.01 0.00
H -2.384171 4.392182 -0.503350 0.00 0.00 0.00
H -1.499551 -4.739805 -0.621082 0.00 0.00 0.00
H 1.379561 7.523241 -1.204155 0.00 0.00 0.00
H -2.824062 6.826690 -0.739128 0.00 0.00 0.00
H 6.027059 -1.995225 -1.187656 0.01 0.02 0.01
H 2.717794 -2.869619 -1.010482 -0.03 0.02 0.00
H -1.337344 -3.221751 1.423561 0.00 -0.01 0.01
H 1.799474 5.086526 -0.963469 0.01 0.00 0.00
H -1.587902 -3.422844 3.861142 0.00 0.00 0.00
```
Forces are in eV/Å.

***

Here is 2 unconnected molecules or ions with the total composition C2H6NOS from the Open Molecules 2025 dataset. Energies are from wB97M-V/def2-TZVPD.

ΔE to the lowest compared entry with this formula, charge and spin (kcal/mol): 17.55
2S+1: 1
HOMO level (eV): -2.749
Charge: -1
HOMO-LUMO gap (eV): 6.9

```
11
Properties=species:S:1:pos:R:3:forces:R:3
S -0.388354 -0.866835 -1.426386 -0.26 -0.16 0.25
O -0.263015 1.450492 3.189021 0.06 -0.04 -0.08
N 0.729211 0.569552 1.333121 -0.42 -0.45 -0.58
C 0.451277 -1.018442 -3.014021 0.38 -0.03 -0.66
C -0.313194 0.891229 2.096752 0.09 0.41 0.76
H -1.285913 0.616359 1.666029 0.08 -0.11 -0.24
H 1.677344 0.737112 1.613051 -0.01 0.12 0.24
H -0.197651 -1.297511 -3.857579 -0.22 0.26 0.25
H 0.964292 -0.093158 -3.286548 -0.09 0.13 -0.10
H 1.226411 -1.783471 -3.050721 0.18 -0.22 0.36
H 0.533872 0.066477 0.454185 0.23 0.09 -0.20
```
Forces are in eV/Å.

***

Here is a molecular structure, C21H28FeN2P2 from the Open Molecules 2025 dataset. Energies are from wB97M-V/def2-TZVPD.

2S+1: 6
HOMO level (spin up / spin down) (eV): -8.181 / -10.693
Charge: +1
HOMO-LUMO gap (spin up / spin down) (eV): 5.8 / 5.9

```
54
Properties=species:S:1:pos:R:3:forces:R:3
Fe 1.098274 -0.622645 0.087083 -2.70 0.89 2.77
P 0.865684 0.337681 -1.809520 -1.19 2.09 -2.64
P 1.064658 0.794288 1.764893 0.81 2.77 0.48
N 2.454306 -1.752507 -0.246857 5.58 -2.09 -0.43
N -2.220107 1.111554 0.084751 2.30 1.39 -1.16
C 2.284524 1.967321 1.078348 0.29 -0.03 0.66
C -3.160575 -1.070040 2.803209 -0.42 -0.37 -1.18
C -2.081239 0.895227 3.639994 -0.68 -0.73 1.10
C 3.546121 -2.164106 -0.303102 -2.64 0.50 0.47
C 1.961652 0.358523 3.301132 -0.32 -0.09 -0.08
C -1.895729 0.830186 -2.330835 -0.93 -0.68 0.84
C -2.728392 -0.749357 1.495015 -0.17 1.00 1.35
C -2.997117 -0.160158 3.826347 0.55 0.83 0.51
C -1.562061 1.193611 2.402966 -0.69 -0.31 -0.60
C -3.641958 -0.662451 -3.201045 0.76 1.02 -1.23
C -3.577077 -1.415836 -2.050513 -0.06 -0.48 1.54
C 4.843274 -2.763315 -0.228063 1.12 -0.52 -0.30
C 0.986717 -0.882875 -3.160955 -0.08 -0.03 0.08
C -0.566782 1.469719 -2.480538 0.76 0.27 0.31
C -2.923250 -1.507115 0.323304 -0.23 0.75 0.41
C -0.320605 2.007181 2.270790 -0.02 -0.23 -0.06
C -2.704703 0.372243 -3.379760 -0.71 -0.78 -0.55
C 2.286202 1.382690 -2.280768 -0.10 0.05 -0.20
C -2.350435 0.417937 -1.047963 0.28 -0.91 0.49
C -2.910977 -0.906156 -0.937527 -0.56 0.83 -1.52
C -2.170874 0.553630 1.297507 -0.02 -0.99 0.72
H 1.082764 -0.313489 -4.097360 -0.05 -0.38 0.17
H 0.024084 -1.557800 0.228668 -1.84 -1.82 0.08
H 1.877668 -1.506496 -2.999594 -0.31 0.13 -0.15
H -1.780450 1.506224 4.483827 -0.02 -0.07 0.07
H 0.088783 -1.508814 -3.171188 0.19 0.04 -0.10
H 2.182013 1.262079 3.880737 -0.03 -0.23 -0.05
H -3.788087 -1.950177 2.915955 0.16 0.06 0.15
H 5.319684 -2.773333 -1.216554 -0.13 -0.01 0.19
H -4.371263 -0.908556 -3.973515 0.45 0.05 0.04
H -2.632707 0.827630 -4.357939 0.18 0.05 -0.09
H 4.771331 -3.798423 0.127313 -0.16 0.20 -0.11
H -0.337889 1.627405 -3.549898 -0.01 0.07 0.45
H 2.191477 1.595788 -3.353018 0.23 0.13 0.24
H -3.560428 -0.234172 4.763181 0.49 -0.23 -0.32
H 3.021539 1.344849 0.550626 0.00 0.57 0.04
H 1.391590 -0.356279 3.905618 0.19 0.13 -0.08
H -4.157238 -2.319412 -1.892713 -0.03 0.05 -0.30
H 2.905431 -0.104748 2.965901 -0.34 0.10 0.24
H 0.567934 -1.043065 1.561797 -0.24 -0.25 -1.37
H -0.442105 2.883137 1.595232 0.42 -0.77 0.07
H -2.946500 -2.542120 0.355410 -0.39 -1.91 0.27
H 2.306824 2.309779 -1.705147 0.07 -0.10 -0.18
H -0.483170 2.433198 -1.933236 -0.03 -0.48 -0.22
H -0.059090 2.366066 3.277032 0.14 0.07 -0.34
H 1.786053 2.684384 0.419800 0.27 -0.15 0.08
H 5.509911 -2.229228 0.458625 -0.31 0.08 -0.10
H 3.205885 0.817716 -2.101015 -0.02 0.16 -0.05
H 2.746425 2.452626 1.943564 0.22 0.37 -0.42
```
Forces are in eV/Å.

***

Here is 2 unconnected molecules or ions with the total composition C5H6BrClN2O2 from the Open Molecules 2025 dataset. Energies are from wB97M-V/def2-TZVPD.

ΔE to the lowest compared entry with this formula, charge and spin (kcal/mol): 3.81
2S+1: 1
HOMO level (eV): -6.762
HOMO-LUMO gap (eV): 6.5

```
17
Properties=species:S:1:pos:R:3:forces:R:3
Br -3.611558 -0.061739 -1.411385 -1.35 -0.16 -0.78
Cl -2.546269 1.695790 0.785965 0.57 0.36 0.27
O -0.219896 2.524081 1.464838 0.28 0.31 0.62
O -1.336340 -1.264039 -0.758333 1.74 -0.73 0.35
N 0.738823 -1.972353 0.181518 -0.66 -0.12 -0.20
N 0.493261 0.113737 -0.228755 -0.22 1.36 -0.60
C -0.067598 1.435496 -0.589927 -0.88 -0.64 0.02
C -0.857219 1.961903 0.633139 0.47 0.25 -0.11
C 1.900250 -1.354070 0.557141 0.88 0.83 0.13
C -0.136375 -1.059210 -0.300305 0.83 -0.19 0.65
C 1.771352 -0.031488 0.289115 -0.60 -1.31 0.13
H 2.762879 -1.822859 0.990601 -0.14 -0.42 -0.04
H 2.457122 0.773895 0.454658 -0.08 0.22 -0.06
H -0.663978 1.366745 -1.496984 -0.19 -0.25 0.07
H 0.517583 -2.953681 0.219605 0.09 -0.05 0.04
H 0.779714 2.089899 -0.745605 0.01 0.17 0.06
H -1.981751 -1.442106 -0.045283 -0.75 0.36 -0.53
```
Forces are in eV/Å.

***

no.,largest force on an atom (eV/A)
1,1.25
2,0.27
3,1.55
4,0.87
5,5.97
6,1.91